Molecular formula: C7H9NSe
Method: DFT, the ωB97M-V functional and the def2-TZVPD basis

Output
M in g mol⁻¹: 186.1
<S²>: 2.02
HOMO level (alpha / beta) in eV: -4.3909 / -8.9281
Multiplicity: 3
E in a.u.: -2728.1117
Charge: 0

Atoms and positions in Å:
C -1.01432 0.33067 -1.68937
C -0.41618 0.13158 0.58473
C -1.25539 -1.05360 -1.67469
C -0.65562 0.97931 -0.50440
C -0.55392 -1.24083 0.44436
C -0.32319 2.39548 -0.25966
C 1.94105 -1.46691 1.57733
N -1.00446 -1.84709 -0.60732
Se 0.16572 -2.41654 1.81309
H -1.13364 0.90258 -2.66205
H -0.20392 0.69846 1.48831
H -1.48488 -1.65423 -2.59397
H -0.44835 2.92196 -1.21696
H -0.91446 2.91597 0.42404
H 0.65449 2.41147 0.15073
H 2.21289 -1.74995 0.62546
H 1.70990 -0.48384 1.77840
H 2.72429 -1.77449 2.32197

Molecular formula: C7H9O2S
Method: DFT, the ωB97M-V functional and the def2-TZVPD basis

Output
M in g mol⁻¹: 157.2
HOMO level in eV: -3.0823
Multiplicity: 1
Energy above the lowest of the compared OMol25 structures with the same formula, charge and spin in kJ/mol: 268.8
E in a.u.: -820.7511
Charge: -1

Atoms and positions in Å:
C 1.36521 1.02032 -0.09003
C -0.74798 1.96691 0.39195
C 0.42459 0.14135 -0.27168
C -0.89739 0.73031 -0.01267
C 0.80938 2.27216 0.43883
C 0.87572 -2.37708 0.10815
C 0.51134 -1.23003 -0.88602
O -3.49977 0.41712 -0.76613
O -2.86482 -0.83383 1.24268
S -2.47001 -0.45234 -0.14807
H 2.36956 0.86970 -0.02894
H -1.39622 2.68887 0.89554
H 0.93318 2.26057 1.46205
H 0.98315 3.25225 -0.09730
H 1.89018 -2.31971 0.54211
H 0.73168 -3.39126 -0.43696
H 0.13332 -2.45713 0.88166
H -0.42982 -1.33424 -1.60270
H 1.27871 -1.22396 -1.62245

Molecular formula: C7H9O3
Method: DFT, the ωB97M-V functional and the def2-TZVPD basis

Output
M in g mol⁻¹: 141.1
HOMO level in eV: -13.8668
Multiplicity: 1
Energy above the lowest of the compared OMol25 structures with the same formula, charge and spin in kJ/mol: 512.9
E in a.u.: -497.3113
Charge: +1

Atoms and positions in Å:
C -1.25627 -1.59182 -1.99278
C -0.74726 -2.25477 -2.97320
H -1.28571 -2.36498 -3.92170
H 0.28382 -2.62388 -2.89593
C -2.17639 -0.43217 -0.58450
C -1.66614 0.09130 0.49321
C -0.55898 0.82607 -0.29124
C 0.81184 0.51221 0.28196
O 0.83960 0.96594 1.62931
C 1.99968 0.85276 2.26391
O 2.99522 0.34413 1.81334
O 1.88048 1.40231 3.46151
H -1.94463 0.35930 1.50919
H -3.14254 -0.30023 -1.06899
H -0.82694 1.89331 -0.23875
H -0.49857 0.57156 -1.37536
H 1.56833 1.03263 -0.31917
H 1.02188 -0.56488 0.25530
H 2.70259 1.28120 3.95389

Molecular formula: C7H9O4PS
Method: DFT, the ωB97M-V functional and the def2-TZVPD basis

Output
M in g mol⁻¹: 220.2
HOMO level in eV: -9.2717
Multiplicity: 1
Energy above the lowest of the compared OMol25 structures with the same formula, charge and spin in kJ/mol: 143.9
E in a.u.: -1312.5940
Charge: 0

Atoms and positions in Å:
C -0.72359 0.57596 0.74074
C 0.58076 -1.03338 -0.25169
C -1.23565 0.93517 -0.52488
C 0.03058 -0.82743 -1.51640
C 0.10417 -0.48915 0.89687
C -0.83004 0.23852 -1.64088
C 0.62159 -0.97902 2.18212
O -2.48342 1.68316 -3.31211
O -0.28149 2.73490 -3.07487
O 1.69624 1.38602 -5.45814
O 0.04512 0.38322 -3.85922
P 0.48818 0.54027 -5.39393
S -1.60460 0.52501 -3.23026
H -0.79201 1.22717 1.62009
H 1.35235 -1.79756 -0.21972
H -1.98380 1.72486 -0.68665
H 0.38933 -1.24324 -2.48501
H 1.17450 -0.21863 2.85124
H -0.18207 -1.33460 2.78551
H 1.28662 -1.82950 2.05110
H 0.60457 2.69471 -3.54546
H -0.64617 3.66654 -3.20733

Molecular formula: C7H9O7PPd
Method: DFT, the ωB97M-V functional and the def2-TZVPD basis

Output
M in g mol⁻¹: 342.5
<S²>: 2.01
HOMO level (alpha / beta) in eV: -17.9674 / -17.9672
Multiplicity: 3
E in a.u.: -1267.3004
Charge: +2

Atoms and positions in Å:
O 1.04647 2.56302 -0.01055
C 0.21307 1.77880 0.08566
Pd -1.05371 0.38434 -0.09100
O 3.33814 -0.81786 -3.31712
C 2.26796 -0.60382 -3.69851
C -2.26529 0.75734 -1.53282
O -3.31849 1.14146 -1.85924
C -0.82528 -1.53923 -0.16008
O -0.84611 -2.69353 -0.18833
C 0.41708 -2.84166 2.93798
O 0.35993 -1.48086 2.49970
P 1.43790 -0.32891 2.96400
O 1.45263 -0.49100 4.57661
C 0.36323 -0.30114 5.48184
O 0.56936 1.07497 2.75045
C -0.86506 1.16116 2.92521
H 0.73642 -3.47292 2.11937
H -0.59257 -3.14955 3.25172
H 1.09678 -2.97939 3.78484
H -0.58736 -0.69960 5.11087
H 0.63903 -0.84556 6.38238
H 0.24976 0.75704 5.72578
H -1.38098 0.22600 2.63915
H -1.07292 1.41435 3.97429
H -1.21838 1.96858 2.26637

Molecular formula: C7H9O7PPm
Method: DFT, the ωB97M-V functional and the def2-TZVPD basis

Output
M in g mol⁻¹: 381.1
<S²>: 6.01
HOMO level (alpha / beta) in eV: -21.1585 / -21.2134
Multiplicity: 5
Energy above the lowest of the compared OMol25 structures with the same formula, charge and spin in kJ/mol: 0.0
E in a.u.: -1747.3435
Charge: +3

Atoms and positions in Å:
Pm 0.22533 -0.40252 -1.11563
O -1.22592 5.01306 -3.46440
C -0.93346 3.94330 -3.26528
C 2.48241 -0.11408 -2.36636
O 3.38792 -0.13071 -3.09177
C -1.93808 -0.40618 -2.49163
O -2.85953 -0.96021 -2.93799
C -0.03219 0.30625 -3.79844
O -0.02738 0.46687 -4.94252
C -0.84134 2.01676 1.41852
O -0.69060 0.68279 0.76909
P -1.59898 -0.42061 1.75713
O -0.41863 -0.80229 2.75759
C 0.67298 0.01560 3.24189
O 0.37658 -2.11884 0.01992
C 0.74138 -3.39716 0.56467
H -1.53646 2.56684 0.77167
H 0.15507 2.49089 1.52361
H -1.28894 1.92534 2.42163
H 1.40959 0.30552 2.45657
H 0.26228 0.90225 3.76795
H 1.17562 -0.66971 3.95194
H 1.88338 -3.48276 0.60207
H 0.27263 -3.53713 1.59746
H 0.34634 -4.19327 -0.14768